[1]
ORCA calculation (ωB97M-V with the def2-TZVPD basis set) on a molecular structure, C29H50AlBN3O2 at a distorted geometry.

CARTESIAN COORDINATES (ANGSTROEM)
C 5.188 4.234 0.920
C 4.555 3.213 0.890
C 3.792 1.971 0.891
C 2.272 2.182 0.681
C 1.440 1.307 1.631
Al 1.467 -0.662 1.093
C 0.087 -1.745 2.116
C -0.467 -1.060 3.395
C -2.002 -1.021 3.366
C -2.449 0.074 2.371
C -3.522 -0.367 1.379
C -4.302 0.774 0.712
C -3.630 1.387 -0.517
C -2.206 1.919 -0.346
C -2.024 3.076 0.638
C -2.960 4.254 0.420
O -4.220 4.022 1.043
C -5.348 4.395 0.284
N 1.166 -0.710 -0.810
C -0.117 -1.268 -1.230
C -0.407 -1.080 -2.737
B 3.426 -1.492 1.528
C 4.585 -1.708 0.454
O 3.725 -1.945 2.845
H 5.740 5.126 1.080
H 4.189 1.319 0.113
H 3.959 1.483 1.852
H 2.052 3.242 0.828
H 2.038 1.924 -0.353
H 1.850 1.447 2.641
H 0.419 1.707 1.650
H 0.524 -2.705 2.410
H -0.763 -2.012 1.478
H -0.120 -0.024 3.450
H -0.120 -1.543 4.312
H -2.374 -2.000 3.066
H -2.391 -0.771 4.357
H -1.559 0.412 1.843
H -2.814 0.944 2.920
H -4.247 -0.951 1.954
H -3.106 -1.031 0.617
H -5.243 0.339 0.356
H -4.590 1.527 1.445
H -3.592 0.617 -1.292
H -4.238 2.187 -0.938
H -1.894 2.306 -1.322
H -1.499 1.123 -0.121
H -1.008 3.456 0.499
H -2.092 2.776 1.682
H -3.073 4.505 -0.639
H -2.513 5.129 0.907
H -5.634 5.430 0.495
H -5.179 4.261 -0.786
H -6.169 3.736 0.567
H 1.901 -1.297 -1.197
H -0.905 -0.756 -0.677
H -0.200 -2.333 -0.971
H 0.493 -0.779 -3.266
H -1.196 -0.341 -2.882
H -0.777 -2.013 -3.170
H 4.677 -2.774 0.221
H 4.344 -1.192 -0.476
H 5.543 -1.317 0.810
H 3.654 -1.189 3.439
N 7.348 -4.896 0.920
C 7.697 -6.078 0.415
C 6.888 -7.203 0.453
C 5.644 -7.096 1.054
C 5.264 -5.876 1.587
C 6.147 -4.810 1.493
H 8.679 -6.119 -0.045
H 7.226 -8.136 0.023
H 4.981 -7.951 1.106
H 4.303 -5.744 2.064
H 5.881 -3.839 1.895
N -4.091 2.069 -3.836
C -5.020 1.426 -4.538
C -4.851 1.032 -5.857
C -3.648 1.324 -6.481
C -2.670 1.992 -5.764
C -2.940 2.340 -4.449
H -5.944 1.215 -4.011
H -5.641 0.508 -6.378
H -3.475 1.031 -7.509
H -1.715 2.236 -6.209
H -2.199 2.857 -3.849

The charge is -1. The max |F| comes out at 1.06 eV Å⁻¹. The value obtained for the total energy is -1717.0191 Ha. As for the spin multiplicity: 1. As for the molar mass: 510.53 g/mol.

Here are the Mulliken charges for atoms 1 to 2, given in e: -0.005, -0.834

***

[2]
ORCA calculation (ωB97M-V with the def2-TZVPD basis set) on a molecular structure, C32H52N6OS at a distorted geometry.

CARTESIAN COORDINATES (ANGSTROEM)
C 1.944 4.221 -3.929
O 0.938 5.049 -4.538
C -0.226 4.262 -4.877
C -1.337 4.423 -3.741
C -2.306 3.172 -3.611
C -2.016 2.277 -2.326
C -0.600 1.559 -2.475
C -0.616 0.061 -1.910
C 0.885 -0.456 -1.775
C 1.257 -1.425 -2.961
C 0.590 -2.866 -2.869
C 0.440 -3.404 -4.360
C -0.789 -4.127 -4.870
C -0.839 -4.549 -6.277
C 0.292 -4.284 -7.215
N 0.444 -4.574 -8.567
S 1.930 -3.972 -9.044
N 2.578 -3.317 -7.630
C 1.543 -3.573 -6.730
C 1.559 -3.161 -5.282
H 2.631 4.844 -3.296
H 1.427 3.441 -3.288
H 2.536 3.704 -4.740
H -0.621 4.671 -5.856
H 0.042 3.184 -5.076
H -0.832 4.726 -2.784
H -1.966 5.314 -4.055
H -2.124 2.501 -4.509
H -3.367 3.542 -3.552
H -1.985 2.947 -1.417
H -2.855 1.543 -2.154
H 0.120 2.157 -1.836
H -0.244 1.611 -3.543
H -1.088 0.095 -0.891
H -1.170 -0.564 -2.661
H 1.139 -0.860 -0.750
H 1.542 0.463 -1.899
H 0.859 -0.957 -3.914
H 2.368 -1.594 -3.084
H -0.400 -2.879 -2.334
H 1.249 -3.610 -2.320
H -1.632 -4.302 -4.159
H -1.752 -5.083 -6.651
H 2.492 -2.644 -4.927
C -0.292 0.472 2.636
C 0.950 1.306 2.354
C 0.665 2.809 2.310
C -0.234 3.171 1.213
N -0.953 3.445 0.359
H -1.042 0.589 1.849
H -0.031 -0.588 2.690
H -0.745 0.758 3.590
H 1.395 0.979 1.408
H 1.685 1.113 3.134
H 1.610 3.344 2.185
H 0.241 3.135 3.261
C 2.154 -0.736 7.375
C 3.404 0.091 7.104
C 3.129 1.595 7.072
C 2.235 1.961 5.973
N 1.519 2.238 5.118
H 1.409 -0.605 6.587
H 2.407 -1.797 7.418
H 1.699 -0.457 8.330
H 3.849 -0.229 6.158
H 4.140 -0.115 7.886
H 4.075 2.130 6.953
H 2.701 1.919 8.024
C 0.745 -3.759 1.090
C 1.530 -4.922 1.688
C 1.653 -4.841 3.211
C 2.414 -3.668 3.644
N 3.000 -2.737 3.976
H 1.239 -2.803 1.277
H 0.659 -3.881 0.008
H -0.264 -3.714 1.507
H 2.524 -4.957 1.232
H 1.028 -5.857 1.426
H 2.154 -5.741 3.577
H 0.659 -4.825 3.665
C -4.289 2.842 3.212
C -5.198 1.686 3.614
C -4.592 0.315 3.304
C -4.400 0.105 1.869
N -4.240 -0.048 0.741
H -4.107 2.856 2.135
H -4.750 3.794 3.482
H -3.325 2.777 3.723
H -6.162 1.793 3.108
H -5.393 1.748 4.687
H -5.256 -0.464 3.689
H -3.638 0.204 3.826

The max |F| comes out at 4.41 eV Å⁻¹. The value obtained for the total energy is -2052.3298 Ha. As for the spin multiplicity: 1. As for the molar mass: 568.88 g/mol.

Here are the Mulliken charges for atoms 1 to 2, given in e: -0.272, -0.392

***

[3]
ORCA calculation (ωB97M-V with the def2-TZVPD basis set) on 5 unconnected molecules or ions with the total composition C5H20NO4 at a distorted geometry.

CARTESIAN COORDINATES (ANGSTROEM)
C -1.671 -1.681 2.594
C -0.149 -1.773 2.683
C 0.379 -0.226 2.849
C 0.924 0.106 1.523
C 0.317 0.798 0.546
N 0.739 1.041 -0.852
H -2.124 -1.012 3.406
H -2.139 -1.416 1.831
H -2.388 -2.336 3.027
H 0.215 -2.384 3.560
H 0.316 -2.497 1.959
H -0.394 0.400 3.265
H 1.351 -0.120 3.459
H 1.880 -0.504 1.255
H -0.686 1.335 0.705
H 0.221 0.396 -1.450
H 0.547 1.962 -1.259
H 1.749 0.874 -0.882
H 3.123 -0.436 -2.527
H 1.763 -1.357 -2.150
O 2.338 -0.611 -2.016
H -2.062 3.392 -1.416
H -2.169 2.749 -0.061
O -1.649 2.755 -0.848
H -0.779 -2.473 -2.247
H -0.195 -1.114 -2.216
O 0.024 -2.066 -2.459
H -0.648 2.187 -4.073
H 0.880 2.123 -4.485
O 0.289 1.887 -3.722

The value obtained for the energy above the lowest of the compared OMol25 structures with the same formula, charge and spin is 352.7 kJ/mol. The charge is +1. The max |F| comes out at 8.65 eV Å⁻¹. The value obtained for the total energy is -557.8652 Ha. As for the spin multiplicity: 1. As for the molar mass: 158.22 g/mol.

Here are the natural (NBO) charges for atoms 1 to 2, given in e: -0.642, -0.418